1.
Below is one molecule with the formula C6H7N3 in a non-equilibrium geometry, with properties calculated with wB97M-V/def2-TZVPD.

Structure (XYZ):
```
16
Properties=species:S:1:pos:R:3:forces:R:3:nbo_charge:R:1
C 0.553 -0.719 2.553 -3.09 1.83 -1.77 -0.452
C -0.720 0.802 -1.829 -1.24 -2.50 0.48 -0.266
C -0.675 -0.009 2.381 3.33 1.74 -0.83 0.060
C 0.152 0.049 -0.940 0.90 0.41 0.41 0.065
C 1.270 -0.621 1.331 0.13 -1.25 -1.58 0.401
C -1.417 0.406 -2.903 0.99 1.26 -0.89 -0.298
N 2.371 -1.110 0.942 0.40 0.41 -0.15 -0.667
N 0.181 0.102 0.389 1.80 -1.19 -1.38 -0.105
N -0.743 0.577 1.138 -3.16 0.36 1.04 -0.377
H 0.948 -0.920 3.477 0.98 -0.85 1.79 0.235
H -1.203 1.555 -1.355 -0.80 3.02 1.43 0.219
H -1.288 0.541 3.118 0.11 -1.23 -0.24 0.221
H 0.979 -0.409 -1.441 0.58 -0.58 0.36 0.199
H -1.223 -0.479 -3.451 0.17 -0.94 -0.31 0.188
H -2.031 1.152 -3.444 0.08 -0.63 0.74 0.205
H 2.845 -0.918 0.035 -1.20 0.15 0.92 0.370
```
Positions in Å, forces in eV/Å.

The value obtained for the HOMO energy (alpha / beta) is -7.3901 / -7.5371 eV. For the LUMO energy (alpha / beta), the calculation gives -1.09 / -0.96 eV. Its net charge is 0.



2.
Below is one molecule with the formula C15H18N2O3S, with properties calculated with wB97M-V/def2-TZVPD.

Structure (XYZ):
```
39
Properties=species:S:1:pos:R:3:forces:R:3:nbo_charge:R:1
C 4.061 2.280 1.345 -0.08 0.02 -0.16 -0.597
C 4.134 1.698 -0.070 0.34 -0.07 0.11 -0.306
C 5.572 1.674 -0.575 -0.26 -0.04 -0.02 -0.599
C 3.572 0.279 -0.024 -0.14 0.58 -0.21 0.695
O 4.264 -0.707 0.069 0.20 -0.27 0.07 -0.603
N 2.204 0.260 -0.068 -0.28 0.30 -0.03 -0.606
C 1.336 -0.829 0.019 -0.12 -0.39 0.01 0.149
C 1.777 -2.140 0.186 0.21 0.05 0.02 -0.229
C 0.857 -3.168 0.293 -0.20 0.07 -0.02 -0.188
C -0.501 -2.914 0.229 -0.14 0.04 -0.02 -0.189
C -0.949 -1.612 0.032 0.37 -0.11 0.20 -0.133
C -2.419 -1.352 -0.011 0.08 0.10 -0.27 0.667
O -3.205 -1.934 0.708 -0.08 -0.19 0.17 -0.624
N -2.768 -0.447 -0.965 0.13 0.22 -0.28 -0.601
C -4.030 0.251 -1.140 -0.12 -0.05 -0.19 -0.146
C -5.273 -0.451 -0.614 0.11 -0.11 -0.06 -0.424
C -5.479 -0.048 0.838 0.05 0.21 0.35 -0.518
S -4.930 1.688 0.984 -0.25 -0.09 0.23 0.241
C -3.892 1.605 -0.418 -0.07 -0.07 -0.09 0.391
O -3.127 2.466 -0.756 0.15 0.11 -0.15 -0.558
C -0.032 -0.573 -0.063 0.01 -0.13 0.00 -0.206
H 4.657 1.675 2.024 0.06 -0.05 0.09 0.217
H 4.453 3.295 1.353 0.02 0.08 0.03 0.214
H 3.037 2.303 1.713 -0.06 0.04 0.10 0.207
H 3.521 2.309 -0.743 -0.01 -0.07 0.05 0.202
H 5.609 1.312 -1.600 0.09 -0.03 -0.08 0.215
H 6.166 1.004 0.042 0.07 -0.04 0.02 0.227
H 6.005 2.670 -0.538 0.03 0.10 -0.01 0.207
H 1.742 1.156 -0.151 0.20 -0.12 0.00 0.397
H 2.833 -2.340 0.241 0.01 0.00 0.00 0.258
H 1.208 -4.178 0.433 0.04 -0.09 0.00 0.219
H -1.226 -3.707 0.326 -0.07 -0.07 0.03 0.229
H -2.008 -0.022 -1.476 -0.04 -0.13 0.07 0.407
H -4.123 0.460 -2.213 0.01 0.01 0.22 0.229
H -6.128 -0.131 -1.213 0.05 0.03 0.01 0.219
H -5.169 -1.532 -0.685 -0.09 0.03 -0.06 0.253
H -4.860 -0.649 1.504 -0.16 0.03 -0.10 0.254
H -6.519 -0.104 1.148 -0.03 -0.01 -0.03 0.228
H -0.371 0.451 -0.163 -0.05 0.09 -0.01 0.204
```
Positions in Å, forces in eV/Å.

The value obtained for the HOMO energy is -8.7648 eV. Its SMILES is CC(C)C(=O)Nc1cccc(C(=O)N[C@H]2CCSC2=O)c1. For the LUMO energy, the calculation gives 0.52 eV. Its net charge is 0.



3.
Below is one molecule with the formula C10H14OS in a non-equilibrium geometry, with properties calculated with wB97M-V/def2-TZVPD.

Structure (XYZ):
```
26
Properties=species:S:1:pos:R:3:forces:R:3:nbo_charge:R:1
C 1.297 -1.314 -0.116 0.49 0.39 2.93 -0.658
C 0.162 -0.366 -0.213 -0.50 1.64 -1.48 0.091
C -0.250 0.095 -1.435 -0.99 0.89 -0.74 -0.101
C -1.232 1.203 -1.667 -0.13 1.50 -1.98 -0.224
C -1.174 1.851 -2.918 0.15 -2.26 2.90 -0.369
S -0.061 1.168 -4.073 0.55 -1.32 1.31 0.262
C 0.055 -0.340 -2.882 0.67 -0.56 0.40 -0.403
C -1.059 -1.160 -3.538 -1.24 -0.28 -1.12 0.408
O -2.220 -1.323 -3.221 1.39 0.34 0.66 -0.521
C -0.445 0.268 1.068 3.61 -1.26 0.04 -0.222
C 0.605 1.409 1.463 0.04 -3.68 -1.49 -0.600
C -0.711 -0.725 2.197 -0.16 4.65 2.06 -0.598
H 2.061 -1.251 -0.853 0.62 0.53 -0.61 0.223
H 0.846 -2.244 -0.261 -0.38 -2.10 0.11 0.228
H 1.776 -1.297 0.955 -0.82 -0.09 -2.08 0.215
H -1.947 1.493 -0.890 0.25 0.14 -0.54 0.220
H -1.782 2.599 -3.368 -0.58 0.66 0.51 0.233
H 1.002 -0.898 -3.021 -0.39 0.49 -0.06 0.245
H -0.782 -1.530 -4.559 0.37 0.06 0.46 0.114
H -1.314 0.697 0.727 -2.13 1.10 -0.21 0.200
H 0.648 1.838 0.464 0.86 1.03 0.49 0.223
H 1.572 0.827 1.759 -1.56 1.60 -0.39 0.202
H 0.166 2.005 2.211 -0.02 0.98 1.00 0.211
H 0.171 -1.038 2.722 0.42 -0.31 0.11 0.207
H -1.391 -0.158 2.963 1.41 -0.84 -1.01 0.204
H -1.315 -1.470 1.918 -1.93 -3.29 -1.27 0.209
```
Positions in Å, forces in eV/Å.

The value obtained for the HOMO energy is -7.7784 eV. Its SMILES is C/C(=C1/C=CS[C@@H]1C=O)C(C)C. For the LUMO energy, the calculation gives 0.60 eV. Its net charge is 0.